{
  "formula": "C7H14IrOP",
  "method": "ωB97M-V with the def2-TZVPD basis set",
  "species": ["C", "C", "C", "C", "C", "Ir", "P", "H", "H", "H", "H", "H", "H", "H", "H", "C", "C", "O", "H", "H", "H", "H", "H", "H"],
  "positions_angstrom": [[-0.10397, -1.58299, -1.70789], [1.11946, -2.18681, -1.20167], [0.92883, -2.61395, 0.13483], [-0.39761, -2.38566, 0.55272], [-1.14955, -1.75340, -0.52978], [-0.64203, 0.15725, -0.97258], [-1.46367, 1.36541, -2.59701], [-0.45630, -1.65905, -2.73949], [2.03182, -2.23641, -1.79590], [1.70513, -3.00165, 0.78488], [-2.18704, -2.00738, -0.78732], [-0.85546, -2.53464, 1.52667], [-2.88726, 1.53736, -2.88965], [-0.85484, 1.05798, -3.87056], [-1.01922, 2.72316, -2.36645], [0.92771, 2.26980, 2.66638], [0.71477, 0.96573, 1.91122], [0.34115, 1.28493, 0.52242], [1.67311, 2.90171, 2.16514], [1.27528, 2.07548, 3.68385], [-0.02067, 2.81493, 2.73197], [1.63049, 0.35515, 1.90089], [-0.10486, 0.36506, 2.34351], [-0.20525, 2.08799, 0.53384]],
  "lowdin_charge": [-0.470, -0.123, -0.137, -0.140, -0.407, 0.936, 0.399, 0.058, 0.094, 0.088, 0.068, 0.092, -0.104, -0.116, -0.121, -0.084, -0.247, -0.334, 0.085, 0.081, 0.080, 0.122, 0.114, 0.065],
  "homo_lumo_gap_ha": [0.15526, 0.26067],
  "spin_multiplicity": 5,
  "lumo_ev": [0.41, -0.76],
  "s_squared": 6.02,
  "relative_energy_kcal_mol": 0.00
}

***

{
  "formula": "C7H14N",
  "method": "ωB97M-V with the def2-TZVPD basis set",
  "species": ["C", "C", "C", "C", "C", "C", "C", "N", "H", "H", "H", "H", "H", "H", "H", "H", "H", "H", "H", "H", "H", "H"],
  "positions_angstrom": [[-1.50258, 1.96889, -0.19368], [-2.41294, 0.94428, 0.25372], [0.57015, -0.50315, 0.58092], [1.59429, 0.34145, 0.81742], [-2.28349, -0.34090, 0.10656], [-2.50129, -1.70555, 0.19297], [3.29212, -0.43929, -0.94027], [2.80806, 0.30594, 0.12941], [-1.89254, 2.74515, -0.78249], [-0.67018, 1.70065, -0.81933], [-3.40783, 1.38261, 0.25468], [0.54266, -1.35874, -0.04811], [-0.31007, -0.76760, 1.17948], [1.57587, 1.07728, 1.55503], [-1.65385, -2.30111, 0.11858], [-3.12768, -1.94390, -0.63982], [-2.97822, -1.90622, 1.10686], [2.54810, -1.09724, -1.20995], [3.76972, 0.12680, -1.66410], [3.98447, -1.20102, -0.68311], [-1.10183, 2.42509, 0.69329], [3.50078, 1.02518, 0.38603]],
  "lowdin_charge": [-0.076, -0.074, -0.021, -0.135, 0.108, -0.007, -0.088, -0.053, 0.081, 0.086, 0.169, 0.036, 0.041, 0.104, 0.099, 0.122, 0.120, 0.060, 0.083, 0.092, 0.101, 0.153],
  "homo_lumo_gap_ha": 0.21048,
  "total_charge": 1,
  "lumo_ev": -5.89,
  "relative_energy_kcal_mol": 114.89
}

***

Copy entry 2 word for word.
{
  "formula": "C7H14N",
  "method": "ωB97M-V with the def2-TZVPD basis set",
  "species": ["C", "C", "C", "C", "C", "C", "C", "N", "H", "H", "H", "H", "H", "H", "H", "H", "H", "H", "H", "H", "H", "H"],
  "positions_angstrom": [[-1.50258, 1.96889, -0.19368], [-2.41294, 0.94428, 0.25372], [0.57015, -0.50315, 0.58092], [1.59429, 0.34145, 0.81742], [-2.28349, -0.34090, 0.10656], [-2.50129, -1.70555, 0.19297], [3.29212, -0.43929, -0.94027], [2.80806, 0.30594, 0.12941], [-1.89254, 2.74515, -0.78249], [-0.67018, 1.70065, -0.81933], [-3.40783, 1.38261, 0.25468], [0.54266, -1.35874, -0.04811], [-0.31007, -0.76760, 1.17948], [1.57587, 1.07728, 1.55503], [-1.65385, -2.30111, 0.11858], [-3.12768, -1.94390, -0.63982], [-2.97822, -1.90622, 1.10686], [2.54810, -1.09724, -1.20995], [3.76972, 0.12680, -1.66410], [3.98447, -1.20102, -0.68311], [-1.10183, 2.42509, 0.69329], [3.50078, 1.02518, 0.38603]],
  "lowdin_charge": [-0.076, -0.074, -0.021, -0.135, 0.108, -0.007, -0.088, -0.053, 0.081, 0.086, 0.169, 0.036, 0.041, 0.104, 0.099, 0.122, 0.120, 0.060, 0.083, 0.092, 0.101, 0.153],
  "homo_lumo_gap_ha": 0.21048,
  "total_charge": 1,
  "lumo_ev": -5.89,
  "relative_energy_kcal_mol": 114.89
}

***

Question: Which formula does entry 1 have?
Answer: C7H14IrOP